1.
Below is a structure of composition C53H45N4O6P2SiSr at a distorted geometry, with properties calculated with ωB97M-V/def2-TZVPD.

```
112
C53H45N4O6P2SiSr (ωB97M-V/def2-TZVPD)
Sr -1.914 0.674 -0.644
C -3.016 -3.128 2.354
Si -2.079 -1.442 2.014
C -2.520 -0.340 3.628
C -3.341 -0.829 4.694
C -3.645 -0.099 5.879
C -3.027 1.142 6.032
C -2.245 1.625 5.013
C -1.995 0.910 3.839
P -1.031 1.583 2.511
C -2.005 2.997 1.802
C -1.435 4.112 1.177
C -2.203 4.822 0.257
C -3.489 4.441 -0.153
C -4.021 3.328 0.455
C -3.268 2.653 1.497
C 0.260 2.383 3.426
C 0.218 3.688 3.867
C 1.339 4.229 4.527
C 2.450 3.439 4.677
C 2.558 2.119 4.175
C 1.394 1.586 3.564
C -0.233 -1.812 2.534
C 0.074 -2.034 3.930
C 1.382 -2.166 4.396
C 2.453 -2.094 3.518
C 2.168 -1.897 2.171
C 0.875 -1.839 1.683
P 0.497 -1.791 -0.038
C 2.023 -1.956 -0.990
C 2.924 -2.993 -0.849
C 3.904 -3.170 -1.817
C 3.932 -2.302 -2.887
C 3.073 -1.214 -3.049
C 2.087 -1.040 -2.086
C -0.206 -3.451 -0.382
C -1.230 -3.522 -1.283
C -1.806 -4.736 -1.559
C -1.364 -5.840 -0.932
C -0.368 -5.808 0.050
C 0.140 -4.561 0.324
H -4.069 -3.112 2.641
H -2.392 -3.790 3.009
H -2.924 -3.658 1.397
H -3.614 -1.900 4.736
H -4.351 -0.620 6.613
H -3.286 1.702 6.945
H -1.823 2.592 5.158
H -0.502 4.485 1.234
H -1.879 5.712 -0.197
H -3.977 5.008 -0.940
H -4.994 2.863 0.171
H -3.853 1.835 1.948
H -0.574 4.287 3.544
H 1.465 5.278 4.831
H 3.249 3.859 5.239
H 3.504 1.539 4.337
H 1.369 0.508 3.252
H -0.740 -2.042 4.700
H 1.598 -2.104 5.431
H 3.459 -2.075 3.801
H 2.988 -1.923 1.516
H 2.798 -3.732 -0.099
H 4.595 -3.997 -1.736
H 4.779 -2.377 -3.638
H 3.094 -0.575 -3.957
H 1.315 -0.277 -2.098
H -1.474 -2.589 -1.801
H -2.531 -4.808 -2.369
H -1.765 -6.766 -1.281
H 0.063 -6.665 0.607
H 0.868 -4.504 1.187
C 5.834 1.324 -1.626
C 4.708 2.111 -0.906
O 4.785 3.301 -0.603
N 3.598 1.405 -0.607
C 2.461 1.949 0.183
C 1.520 2.690 -0.801
C 2.038 3.856 -1.333
C 1.412 4.574 -2.300
C 0.145 4.165 -2.663
C -0.341 3.039 -2.072
N 0.246 2.319 -1.066
H 6.049 1.845 -2.551
H 5.370 0.314 -1.886
H 6.670 1.249 -0.906
H 3.604 0.411 -0.755
H 2.906 2.648 0.877
H 2.022 1.115 0.705
H 3.046 4.205 -0.958
H 1.832 5.476 -2.660
H -0.440 4.745 -3.440
H -1.329 2.720 -2.391
O 0.655 0.924 -4.183
C 0.555 -0.032 -4.951
C -0.484 -1.057 -4.918
C -0.519 -1.963 -5.988
C -1.663 -2.797 -6.110
C -2.734 -2.776 -5.168
C -2.644 -1.951 -4.121
C -1.526 -1.055 -3.877
O -1.472 -0.365 -2.813
N -1.680 -3.701 -7.254
O -0.850 -3.530 -8.175
O -2.512 -4.596 -7.251
H 1.187 -0.095 -5.824
H 0.275 -1.895 -6.683
H -3.581 -3.425 -5.370
H -3.435 -1.884 -3.393
O -4.960 3.208 -3.172
C -4.484 2.293 -2.553
N -3.973 1.416 -1.937
```

- energy above the lowest of the compared OMol25 structures with the same formula, charge and spin (kcal per mole) = 66.0
- HOMO energy (eV) = -4.31
- net charge = -1
- E_LUMO (eV) = 2.1

---

2.
Below is a structure of composition C53H47BrLaN6O2S4 at a distorted geometry, with properties calculated with ωB97M-V/def2-TZVPD.

```
114
C53H47BrLaN6O2S4 (ωB97M-V/def2-TZVPD)
La 0.109 0.196 -0.472
S -2.470 -0.825 -1.186
C -3.190 0.000 -2.554
C -4.584 -0.096 -2.727
C -5.231 0.426 -3.828
C -4.508 1.065 -4.831
C -3.139 1.182 -4.682
C -2.486 0.690 -3.549
S -0.726 0.968 -3.465
C -0.708 2.771 -3.299
C -0.818 3.325 -1.892
C -0.703 4.677 -1.708
C -0.865 5.166 -0.379
C -1.237 4.333 0.618
C -1.479 2.927 0.342
C -2.055 2.069 1.227
S -0.788 -0.878 2.452
C 0.585 -0.422 3.473
C 0.289 -0.132 4.807
C 1.277 0.246 5.695
C 2.588 0.336 5.227
C 2.879 0.084 3.901
C 1.889 -0.279 2.965
S 2.354 -0.491 1.295
N -1.074 2.446 -0.908
H -5.146 -0.606 -1.954
H -6.308 0.329 -3.911
H -4.999 1.456 -5.712
H -2.549 1.665 -5.453
H -1.547 3.143 -3.886
H 0.199 3.123 -3.791
H -0.494 5.337 -2.540
H -0.716 6.221 -0.174
H -1.404 4.697 1.626
H -2.353 1.071 0.936
H -2.347 2.406 2.214
H -0.740 -0.223 5.136
H 1.036 0.470 6.726
H 3.386 0.616 5.905
H 3.894 0.186 3.538
C 2.746 2.913 -2.194
C 4.181 3.248 -2.668
N 4.802 2.074 -3.287
C 3.877 1.529 -4.285
C 2.586 1.003 -3.607
N 2.540 1.452 -2.202
C 3.664 0.790 -1.503
C 4.996 1.065 -2.243
H 2.009 3.349 -2.867
H 2.536 3.320 -1.208
H 4.812 3.553 -1.830
H 4.173 4.069 -3.389
H 4.383 0.732 -4.834
H 3.650 2.326 -4.998
H 2.534 -0.086 -3.598
H 1.702 1.362 -4.130
H 3.442 -0.277 -1.465
H 3.698 1.141 -0.473
H 5.383 0.159 -2.714
H 5.759 1.427 -1.550
Br 3.261 -7.990 -2.395
C 2.556 -6.257 -2.050
C 2.628 -5.293 -3.042
C 2.116 -4.030 -2.781
C 1.529 -3.751 -1.555
C 1.462 -4.734 -0.576
C 1.983 -5.996 -0.816
C 0.969 -2.392 -1.266
O 1.293 -1.416 -2.017
O 0.218 -2.259 -0.276
H 3.079 -5.526 -3.997
H 2.162 -3.248 -3.528
H 0.995 -4.493 0.371
H 1.944 -6.766 -0.058
C 0.653 -5.708 4.927
C 1.282 -4.446 4.858
C 0.767 -3.452 4.076
C -0.422 -3.646 3.315
C -1.039 -2.651 2.487
C -2.054 -3.008 1.638
C -2.570 -4.316 1.615
C -2.078 -5.260 2.464
C -0.994 -4.948 3.319
C -0.446 -5.951 4.160
H 1.059 -6.486 5.562
H 2.193 -4.263 5.414
H 1.300 -2.519 4.007
H -2.492 -2.266 0.980
H -3.370 -4.552 0.924
H -2.487 -6.264 2.481
H -0.914 -6.929 4.161
C 2.840 3.899 2.257
C 2.174 2.922 1.530
N 1.025 2.378 1.916
C 0.537 2.760 3.086
C 1.171 3.652 3.942
C 2.335 4.262 3.491
C 0.534 3.918 5.240
C 1.049 4.048 6.459
C 2.424 3.867 6.945
C 2.674 4.007 8.309
C 3.960 3.780 8.750
N 4.950 3.433 7.927
C 4.607 3.327 6.645
N 3.409 3.528 6.111
H 3.746 4.344 1.867
H 2.595 2.542 0.610
H -0.415 2.320 3.364
H 2.827 5.009 4.098
H -0.550 3.989 5.194
H 0.339 4.244 7.258
H 1.886 4.280 8.997
H 4.212 3.874 9.801
H 5.395 3.044 5.956
```

- energy above the lowest of the compared OMol25 structures with the same formula, charge and spin (kcal per mole) = 0.0
- HOMO energy (eV) = -3.81
- net charge = -1
- E_LUMO (eV) = 1.4

---

3.
Below is a structure of composition C53H48N4O2P3ReSSe2 at a distorted geometry, with properties calculated with ωB97M-V/def2-TZVPD.

```
114
C53H48N4O2P3ReSSe2 (ωB97M-V/def2-TZVPD)
Re -0.213 0.839 0.056
C -0.065 1.017 3.324
P 0.859 0.036 2.067
C 2.593 0.461 2.378
C 3.055 1.271 3.409
C 4.417 1.462 3.572
C 5.316 0.846 2.717
C 4.854 0.061 1.669
C 3.498 -0.125 1.497
C 0.748 -1.617 2.828
C 1.341 -1.821 4.071
C 1.204 -3.037 4.712
C 0.485 -4.060 4.112
C -0.108 -3.866 2.876
C 0.024 -2.642 2.241
C 0.020 2.391 2.784
C 0.420 3.566 3.481
C 0.466 4.569 2.562
C 0.066 3.997 1.295
C -0.154 4.682 0.154
P 1.378 1.889 -1.457
C 2.670 3.132 -1.232
C 3.322 3.303 -0.021
C 4.372 4.199 0.064
C 4.759 4.924 -1.052
C 4.081 4.780 -2.255
C 3.039 3.879 -2.348
C 2.089 0.847 -2.794
C 1.203 0.351 -3.752
C 1.648 -0.492 -4.751
C 2.989 -0.831 -4.815
C 3.878 -0.324 -3.881
C 3.435 0.498 -2.856
N -0.154 2.628 1.485
H -1.095 0.630 3.307
H 0.332 0.933 4.337
H 2.364 1.765 4.074
H 4.773 2.083 4.382
H 6.376 0.976 2.867
H 5.551 -0.413 0.996
H 3.104 -0.719 0.678
H 1.914 -1.030 4.531
H 1.660 -3.190 5.679
H 0.391 -5.012 4.610
H -0.666 -4.657 2.394
H -0.438 -2.485 1.277
H 0.637 3.615 4.533
H 0.711 5.600 2.717
H -0.563 4.209 -0.718
H 0.031 5.740 0.115
H 3.007 2.726 0.836
H 4.899 4.317 0.998
H 5.597 5.601 -0.990
H 4.378 5.351 -3.123
H 2.513 3.739 -3.282
H 0.157 0.629 -3.713
H 0.953 -0.891 -5.474
H 3.341 -1.489 -5.594
H 4.925 -0.578 -3.947
H 4.129 0.878 -2.116
Se 0.285 -1.291 -1.179
P -1.555 -2.472 -1.118
Se -3.122 -1.689 0.316
C -2.140 -2.576 -2.844
C -3.228 -1.842 -3.290
C -3.571 -1.881 -4.633
C -2.838 -2.656 -5.517
C -1.759 -3.401 -5.060
C -1.396 -3.353 -3.727
C -1.138 -4.200 -0.688
C -2.158 -5.062 -0.310
C -1.865 -6.383 -0.022
C -0.561 -6.843 -0.126
C 0.453 -5.980 -0.512
C 0.171 -4.653 -0.786
H -3.790 -1.242 -2.588
H -4.415 -1.307 -4.983
H -3.101 -2.682 -6.566
H -1.196 -4.023 -5.740
H -0.540 -3.910 -3.367
H -3.170 -4.687 -0.230
H -2.656 -7.049 0.286
H -0.337 -7.875 0.097
H 1.467 -6.340 -0.595
H 0.957 -3.958 -1.061
C -2.821 -2.249 5.599
N -2.598 -1.747 4.240
C -2.950 -0.626 3.653
S -2.288 0.123 1.101
N -3.559 0.395 4.211
C -3.994 0.658 5.584
H -2.647 -3.324 5.599
H -3.846 -2.059 5.917
H -2.132 -1.788 6.311
H -2.089 -2.388 3.645
H -3.804 1.128 3.560
H -3.229 0.353 6.294
H -4.927 0.140 5.817
H -4.153 1.730 5.690
O -3.521 0.622 -1.333
C -2.775 1.401 -1.913
N -1.429 1.600 -1.578
C -0.903 2.456 -2.461
O 0.392 2.801 -2.410
C -1.854 2.898 -3.416
C -1.797 3.765 -4.507
C -2.959 3.970 -5.224
C -4.151 3.323 -4.886
C -4.217 2.450 -3.810
C -3.065 2.242 -3.072
H -0.875 4.259 -4.774
H -2.951 4.643 -6.069
H -5.036 3.502 -5.478
H -5.134 1.938 -3.558
```

- spin multiplicity = 2
- HOMO energy (alpha / beta) (eV) = -7.85 / -8.27
- <S²> = 0.861
- net charge = +1
- E_LUMO (alpha / beta) (eV) = -3.4 / -3.2

---

4.
Below is a structure of composition C53H49AsN3O2PY at a distorted geometry, with properties calculated with ωB97M-V/def2-TZVPD.

```
110
C53H49AsN3O2PY (ωB97M-V/def2-TZVPD)
Y 1.523 0.632 1.691
C 4.541 0.222 3.101
N 3.117 0.599 3.188
C 2.741 1.258 4.256
C 1.437 1.771 4.388
C 0.833 2.497 5.423
C -0.454 2.801 4.996
C -0.591 2.258 3.717
N 0.532 1.627 3.336
C 5.458 1.427 3.084
C 6.450 1.565 4.046
C 7.283 2.676 4.044
C 7.122 3.658 3.080
C 6.131 3.527 2.117
C 5.301 2.417 2.117
H 4.678 -0.363 2.188
H 4.802 -0.420 3.945
H 3.453 1.438 5.063
H 1.289 2.763 6.364
H -1.205 3.358 5.531
H -1.453 2.292 3.068
H 6.574 0.797 4.801
H 8.054 2.771 4.797
H 7.768 4.526 3.077
H 6.008 4.291 1.359
H 4.534 2.316 1.356
C -4.417 6.265 -0.859
C -4.147 4.850 -1.300
C -5.215 4.036 -1.660
C -5.022 2.719 -2.042
C -3.739 2.207 -2.091
C -2.657 3.014 -1.755
N -1.373 2.394 -1.750
C -0.212 2.866 -2.291
C -0.260 3.626 -3.473
C 0.891 3.977 -4.135
C 2.150 3.619 -3.639
C 2.231 2.925 -2.461
C 1.073 2.539 -1.760
C 1.281 1.852 -0.495
O 0.302 1.476 0.267
O 2.452 1.590 -0.058
C -2.843 4.338 -1.333
C -1.661 5.162 -0.894
H -5.487 6.457 -0.834
H -3.957 6.983 -1.540
H -4.019 6.451 0.140
H -6.218 4.445 -1.636
H -5.868 2.100 -2.313
H -3.556 1.183 -2.397
H -1.228 1.774 -0.973
H -1.232 3.907 -3.860
H 0.819 4.526 -5.065
H 3.044 3.902 -4.176
H 3.186 2.661 -2.028
H -1.113 5.559 -1.751
H -0.966 4.559 -0.309
H -1.972 6.005 -0.282
C 0.117 -3.678 1.222
C -1.189 -4.013 0.521
As -1.228 -5.912 -0.095
C 0.362 -5.768 -1.230
C 0.551 -4.740 -2.152
C 1.701 -4.687 -2.923
C 2.677 -5.667 -2.787
C 2.501 -6.694 -1.872
C 1.350 -6.740 -1.096
C -2.591 -5.601 -1.467
C -3.779 -4.956 -1.127
C -4.777 -4.769 -2.072
C -4.603 -5.233 -3.368
C -3.432 -5.893 -3.710
C -2.434 -6.079 -2.764
P 0.363 -1.843 1.406
C 0.500 -1.386 -0.373
C 1.827 -1.274 -0.804
C 2.125 -0.950 -2.118
C 1.096 -0.721 -3.017
C -0.225 -0.830 -2.601
C -0.526 -1.160 -1.289
C -1.254 -1.289 2.055
C -1.617 -1.813 3.300
C -2.778 -1.394 3.925
C -3.588 -0.440 3.322
C -3.230 0.094 2.095
C -2.062 -0.318 1.468
H 0.973 -4.029 0.641
H 0.177 -4.139 2.209
H -1.320 -3.403 -0.370
H -2.039 -3.839 1.178
H -0.212 -3.980 -2.283
H 1.832 -3.887 -3.641
H 3.568 -5.634 -3.399
H 3.254 -7.464 -1.767
H 1.209 -7.540 -0.378
H -3.933 -4.601 -0.113
H -5.696 -4.270 -1.794
H -5.381 -5.088 -4.106
H -3.296 -6.270 -4.716
H -1.522 -6.597 -3.039
H 2.636 -1.475 -0.102
H 3.157 -0.863 -2.433
H 1.322 -0.449 -4.039
H -1.029 -0.645 -3.303
H -1.563 -1.224 -0.985
H -0.986 -2.553 3.780
H -3.050 -1.811 4.886
H -4.496 -0.114 3.812
H -3.859 0.836 1.616
H -1.795 0.120 0.517
```

- HOMO energy (eV) = -10.19
- net charge = +1
- E_LUMO (eV) = -2.7

---

Q: What is the net charge in the fourth record?
A: +1